Molecular formula: C18H20N2O3S
Method: DFT, the ωB97M-V functional and the def2-TZVPD basis

XYZ file:
```
44
Properties=species:S:1:pos:R:3:lowdin_charge:R:1
C -3.59 -0.10 -3.55 -0.07
H -2.42 -3.76 0.75 0.07
H -2.37 3.24 -0.71 0.08
H 0.03 -1.72 -3.02 0.14
H -1.75 -2.55 -1.46 0.11
C -1.25 -2.43 -0.51 -0.09
H -3.88 2.46 -0.24 0.09
H 3.52 2.94 1.01 0.12
C 1.56 0.02 -0.85 -0.43
H -4.34 -0.52 -4.20 0.10
H 2.08 2.61 0.03 0.11
O 2.13 0.72 -1.67 0.08
H 0.97 1.80 2.23 0.12
H 1.46 1.16 4.42 0.08
N 1.96 -0.02 0.47 0.08
N 0.50 -0.79 -1.22 0.04
C 0.02 -0.72 -2.58 -0.07
O 2.61 2.47 3.30 -0.19
H 2.67 2.14 5.28 0.09
H 1.16 2.89 4.73 0.09
H 1.29 3.55 2.13 0.13
H 3.45 0.52 1.79 0.13
C -3.27 2.76 -1.09 -0.05
C -2.33 -0.66 -3.49 -0.06
C -2.94 1.57 -1.94 -0.27
H 0.73 -0.09 -3.13 0.13
S -0.65 -2.67 1.99 1.09
C 0.29 -1.60 1.01 -0.37
H -2.10 -1.53 -4.10 0.11
H -0.92 1.43 -1.25 0.12
C 1.77 2.55 2.17 -0.24
C -0.14 -1.57 -0.30 -0.23
H 3.83 0.76 0.05 0.13
C 1.40 -0.80 1.49 -0.44
O 1.82 -0.79 2.62 0.07
H -3.84 3.49 -1.66 0.08
C -3.90 1.01 -2.77 -0.05
C -1.68 1.00 -1.89 0.02
H -4.88 1.44 -2.82 0.11
C -1.62 -3.07 0.63 -0.38
C -1.36 -0.12 -2.66 -0.21
C 3.07 0.86 0.82 -0.11
C 2.63 2.32 0.93 -0.13
C 1.93 2.15 4.49 -0.11
```

As for the maximum force: 1.06 eV/Å. For the gap between HOMO and LUMO, the calculation gives 9.0 eV. Its net charge is 0. The lowest unoccupied orbital energy is 0.315 eV. For the energy relative to the best compared isomer or geometry (same formula, charge and spin), the calculation gives 32.80 kJ/mol. The calculation puts the calculated total energy at -38949.86132 eV.